#1
The following is a quantum chemistry calculation of a cluster of 2 separate species, C4H7NO in total, from the OMol25 dataset.

HOMO   -8.436 eV

Geometry as ORCA input:
```
! RIJCOSX wB97M-V def2-TZVPD def2/J DEFGRID3
* xyz 0 1
O -1.600 2.203 -0.604
C 0.017 -0.316 -1.027
C 1.076 0.527 -0.321
C 1.019 -0.774 0.359
N -0.057 -0.754 1.343
C -0.569 -1.046 0.020
H -1.717 1.599 0.140
H -1.320 1.618 -1.321
H 0.747 1.342 0.326
H 1.922 0.777 -0.957
H 1.703 -1.612 0.279
H -0.064 -1.608 1.900
H -1.154 -1.952 -0.137
*
```

---

#2
The following is a quantum chemistry calculation of the molecule C4H7NO, from the OMol25 dataset.

HOMO   -8.835 eV
SMILES   C[C@@]1(C=O)CN1

Geometry as ORCA input:
```
! RIJCOSX wB97M-V def2-TZVPD def2/J DEFGRID3
* xyz 0 1
C -1.174 0.882 -0.413
C 0.210 0.265 0.268
C 0.110 -0.895 1.198
N -0.608 -1.025 -0.019
C 1.544 0.450 -0.427
O 2.657 0.301 0.035
H -1.782 0.327 -1.189
H -1.875 1.067 0.397
H -0.811 1.765 -0.897
H 0.948 -1.585 1.210
H -0.476 -0.845 2.110
H -0.163 -1.480 -0.796
H 1.420 0.773 -1.477
*
```

---

#3
The following is a quantum chemistry calculation of the molecule C4H7NO, from the OMol25 dataset.

HOMO (spin up / spin down)   -8.953 / -8.471 eV

Geometry as ORCA input:
```
! RIJCOSX wB97M-V def2-TZVPD def2/J DEFGRID3
* xyz 0 1
N -0.938 -1.359 -1.117
C -0.092 -1.110 -0.201
C -0.433 -1.186 1.144
C -0.346 1.308 0.111
C 0.974 0.903 -0.329
O 1.095 -0.481 -0.517
H -0.455 -1.157 -1.989
H -1.435 -1.533 1.379
H 0.334 -1.264 1.893
H -0.436 2.371 0.287
H -1.308 0.854 0.121
H 1.718 1.217 0.417
H 1.268 1.439 -1.245
*
```

---

#4
The following is a quantum chemistry calculation of the molecule C4H7NO, from the OMol25 dataset.

HOMO   -8.486 eV

Geometry as ORCA input:
```
! RIJCOSX wB97M-V def2-TZVPD def2/J DEFGRID3
* xyz 0 1
O 1.791 0.743 0.345
C 0.905 0.229 -0.626
C 0.257 -1.114 -0.219
C -1.037 -0.617 0.383
N -0.972 0.464 1.083
C -0.355 0.992 -0.942
H 1.220 0.988 1.091
H 1.485 0.132 -1.553
H 0.864 -1.693 0.486
H 0.039 -1.730 -1.095
H -1.967 -1.179 0.241
H -1.900 0.796 1.344
H -0.318 2.024 -0.551
*
```

---

Energies in kJ/mol, measured from the most stable structure: #1 43.1; #2 0.0; #3 8.3; #4 21.2.

---

#1
The following is a quantum chemistry calculation of the molecule C4H7NO, from the OMol25 dataset.

HOMO   -10.859 eV
SMILES   CCOCC#N

Geometry as ORCA input:
```
! RIJCOSX wB97M-V def2-TZVPD def2/J DEFGRID3
* xyz 0 1
C 0.934 -0.473 1.761
C 0.637 -0.331 0.287
O -0.701 0.113 0.178
C -1.168 0.105 -1.126
C -0.681 1.253 -1.923
N -0.822 2.299 -2.394
H 0.218 -1.164 2.215
H 1.944 -0.860 1.910
H 0.847 0.495 2.262
H 0.727 -1.295 -0.238
H 1.315 0.386 -0.205
H -2.238 0.318 -1.073
H -1.011 -0.845 -1.654
*
```

---

#2
The following is a quantum chemistry calculation of a structure of composition C4H7NO, from the OMol25 dataset.

HOMO (spin up / spin down)   -7.406 / -7.566 eV

Geometry as ORCA input:
```
! RIJCOSX wB97M-V def2-TZVPD def2/J DEFGRID3
* xyz 0 1
C -1.396 -0.529 0.028
N -1.672 0.842 0.241
C -0.445 0.964 -0.535
C 0.264 -0.326 -0.323
C 2.063 -0.036 0.377
O 0.939 -0.510 0.941
H -1.358 -1.191 0.904
H -1.927 -0.958 -0.819
H -1.537 1.112 1.211
H -0.586 1.306 -1.561
H 0.601 -1.033 -1.072
H 2.922 -0.705 0.355
H 2.162 1.043 0.248
*
```

---

#3
The following is a quantum chemistry calculation of a cluster of 2 separate species, C4H7NO in total, from the OMol25 dataset.

HOMO   -9.518 eV
SMILES   CC(C)=O.C#N

Geometry as ORCA input:
```
! RIJCOSX wB97M-V def2-TZVPD def2/J DEFGRID3
* xyz 0 1
C -2.870 0.597 -0.046
C 0.670 0.366 0.029
C 0.805 -0.393 -1.261
C 0.949 -0.268 1.326
N -2.202 -0.342 -0.097
O 0.478 1.591 -0.089
H -3.492 1.487 0.071
H 0.312 0.184 -2.177
H 0.467 -1.414 -1.235
H 1.786 -0.585 -1.671
H 2.006 -0.153 1.425
H 0.682 -1.331 1.526
H 0.409 0.261 2.200
*
```

---

#4
The following is a quantum chemistry calculation of the molecule C4H7NO, from the OMol25 dataset.

HOMO   -8.138 eV
SMILES   [H]/N=C1/C[C@@]1(C)O

Geometry as ORCA input:
```
! RIJCOSX wB97M-V def2-TZVPD def2/J DEFGRID3
* xyz 0 1
C 0.176 0.696 -1.283
C 0.326 0.239 0.274
C -0.242 -1.092 0.249
C -0.930 0.229 1.064
O 1.568 0.424 0.858
N -0.486 -2.236 -0.129
H 1.554 1.300 1.277
H 0.304 -2.865 -0.263
H 0.866 0.153 -1.925
H 0.411 1.758 -1.241
H -0.845 0.599 -1.638
H -0.859 0.211 2.143
H -1.845 0.584 0.614
*
```

---

Energies in kJ/mol, measured from the most stable structure: #1 0.0; #2 536.7; #3 27.8; #4 197.8.

---

#1
The following is a quantum chemistry calculation of the molecule C4H7NO, from the OMol25 dataset.

HOMO   -9.834 eV
SMILES   [H]/N=C1/CCCO1

Geometry as ORCA input:
```
! RIJCOSX wB97M-V def2-TZVPD def2/J DEFGRID3
* xyz 0 1
N 2.166 0.366 0.681
C 1.063 0.012 0.197
C 0.093 -1.068 0.667
C -1.043 -0.664 -0.280
C -0.770 1.054 -0.452
O 0.536 0.685 -0.897
H 2.454 1.179 0.128
H 0.544 -2.076 0.556
H -0.208 -0.979 1.717
H -2.063 -0.808 -0.005
H -0.831 -1.198 -1.250
H -0.540 2.000 0.174
H -1.400 1.498 -1.236
*
```

---

#2
The following is a quantum chemistry calculation of the molecule C4H7NO, from the OMol25 dataset.

HOMO   -8.977 eV
SMILES   C/N=C/CC=O

Geometry as ORCA input:
```
! RIJCOSX wB97M-V def2-TZVPD def2/J DEFGRID3
* xyz 0 1
O 1.601 1.995 0.495
C 2.020 0.945 0.072
C 1.239 -0.325 -0.081
C -0.145 -0.328 0.401
C -2.125 -0.244 -0.261
N -0.963 -1.141 -0.104
H 3.082 0.824 -0.221
H 1.696 -1.080 0.548
H 1.289 -0.695 -1.116
H -0.427 0.308 1.248
H -2.092 0.284 -1.237
H -2.368 0.501 0.518
H -2.807 -1.044 -0.262
*
```

---

Energies in kJ/mol, measured from the most stable structure: #1 0.0; #2 42.5.

---

#1
The following is a quantum chemistry calculation of the molecule C4H7NO, from the OMol25 dataset.

HOMO   -8.440 eV
SMILES   C/C=C(\N)C=O

Geometry as ORCA input:
```
! RIJCOSX wB97M-V def2-TZVPD def2/J DEFGRID3
* xyz 0 1
C 0.205 0.913 -1.532
C -0.142 -0.248 0.697
N -1.512 -0.318 0.675
C 0.680 -1.206 1.366
C 0.707 0.397 -0.215
O 0.470 -2.244 1.934
H -2.022 0.548 0.603
H -1.915 -1.027 1.269
H 1.691 -0.862 0.681
H 1.610 0.885 0.135
H -0.422 0.173 -2.031
H 1.038 1.165 -2.186
H -0.390 1.822 -1.397
*
```

---

#2
The following is a quantum chemistry calculation of the molecule C4H7NO, from the OMol25 dataset.

HOMO   -9.575 eV
SMILES   C1N[C@H]1[C@H]1CO1

Geometry as ORCA input:
```
! RIJCOSX wB97M-V def2-TZVPD def2/J DEFGRID3
* xyz 0 1
C -1.749 -0.288 -0.066
N -1.183 0.999 0.340
C -0.520 0.233 -0.704
C 0.789 -0.433 -0.396
C 1.815 0.232 0.408
O 0.985 -0.783 0.965
H -1.634 -1.128 0.617
H -2.702 -0.235 -0.585
H -0.677 0.861 1.214
H -0.584 0.669 -1.700
H 1.112 -1.192 -1.112
H 2.863 -0.041 0.294
H 1.628 1.239 0.782
*
```

---

#3
The following is a quantum chemistry calculation of the molecule C4H7NO, from the OMol25 dataset.

HOMO   -10.645 eV
SMILES   CCOCC#N

Geometry as ORCA input:
```
! RIJCOSX wB97M-V def2-TZVPD def2/J DEFGRID3
* xyz 0 1
C -1.407 -0.870 -0.102
C -0.776 0.437 -0.552
O -0.088 1.054 0.537
C 1.297 0.896 0.534
C 1.755 -0.507 0.373
N 2.117 -1.593 0.208
H -2.133 -0.677 0.692
H -1.920 -1.357 -0.938
H -0.651 -1.562 0.281
H -1.544 1.149 -0.872
H -0.092 0.282 -1.399
H 1.660 1.265 1.497
H 1.782 1.483 -0.260
*
```

---

#4
The following is a quantum chemistry calculation of the molecule C4H7NO, from the OMol25 dataset.

HOMO   -9.568 eV
SMILES   C1OC[C@H]2N[C@@H]12

Geometry as ORCA input:
```
! RIJCOSX wB97M-V def2-TZVPD def2/J DEFGRID3
* xyz 0 1
C 1.309 -0.079 -0.369
O 0.520 0.756 -1.203
C -0.822 0.804 -0.744
C -0.866 0.145 0.624
N -0.629 -1.274 0.793
C 0.501 -0.369 0.885
H 2.249 0.436 -0.140
H 1.551 -1.004 -0.910
H -1.135 1.854 -0.660
H -1.477 0.315 -1.478
H -1.503 0.581 1.385
H -0.677 -1.839 -0.040
H 0.980 -0.325 1.858
*
```

---

Energies in kJ/mol, measured from the most stable structure: #1 134.1; #2 129.0; #3 0.0; #4 62.4.

---

#1
The following is a quantum chemistry calculation of the molecule C4H7NO, from the OMol25 dataset.

HOMO (spin up / spin down)   -6.727 / -6.726 eV

Geometry as ORCA input:
```
! RIJCOSX wB97M-V def2-TZVPD def2/J DEFGRID3
* xyz 0 1
C 2.087 -0.122 -0.015
C 0.606 0.013 0.041
N -0.088 1.098 -0.079
C -1.488 0.756 -0.317
C -1.554 -0.738 -0.017
O -0.145 -1.098 0.156
H 2.466 -0.660 0.860
H 2.545 0.868 -0.047
H 2.397 -0.686 -0.903
H -2.178 1.433 0.184
H -0.414 1.564 -1.028
H -1.956 -1.354 -0.833
H -2.091 -1.017 0.905
*
```

---

#2
The following is a quantum chemistry calculation of the molecule C4H7NO, from the OMol25 dataset.

HOMO   -10.066 eV
SMILES   C[C@H]1CN=CO1

Geometry as ORCA input:
```
! RIJCOSX wB97M-V def2-TZVPD def2/J DEFGRID3
* xyz 0 1
C -1.583 -0.213 0.004
C -0.142 -0.378 -0.483
C 0.727 0.822 -0.603
N 1.441 0.940 0.883
C 1.375 -0.267 1.245
O 0.634 -1.230 0.340
H -2.109 -1.175 0.010
H -1.613 0.195 1.020
H -2.126 0.468 -0.661
H -0.118 -0.538 -1.589
H 1.600 0.557 -1.209
H 0.173 1.664 -1.063
H 1.743 -0.844 2.107
*
```

---

#3
The following is a quantum chemistry calculation of a cluster of 2 separate species, C4H7NO in total, from the OMol25 dataset.

HOMO   -10.468 eV
SMILES   CCC=O.C#N

Geometry as ORCA input:
```
! RIJCOSX wB97M-V def2-TZVPD def2/J DEFGRID3
* xyz 0 1
C 1.925 -0.135 0.353
C 0.010 0.599 -1.040
C 0.458 -0.403 -0.010
N -3.507 -0.926 0.950
C -3.045 0.040 0.520
O -0.855 1.436 -0.890
H 2.552 -0.116 -0.547
H 2.029 0.830 0.860
H 2.313 -0.913 1.015
H 0.568 0.555 -2.000
H 0.361 -1.405 -0.451
H -0.191 -0.352 0.870
H -2.555 0.907 0.109
*
```

---

#4
The following is a quantum chemistry calculation of the molecule C4H7NO, from the OMol25 dataset.

HOMO   -9.335 eV
SMILES   CN1C[C@H]1C=O

Geometry as ORCA input:
```
! RIJCOSX wB97M-V def2-TZVPD def2/J DEFGRID3
* xyz 0 1
C -1.543 -1.191 0.031
C -0.874 1.219 0.380
C 0.274 0.650 -0.461
C 1.250 -0.150 0.403
H -2.618 -1.165 0.036
H -1.201 -1.875 -0.824
H -1.113 -1.625 1.009
H -0.660 1.029 1.496
H -1.289 2.167 0.106
H 0.555 1.005 -1.455
H 0.842 -0.408 1.534
N -1.150 0.123 -0.422
O 2.361 -0.394 -0.133
*
```

---

Energies in kJ/mol, measured from the most stable structure: #1 276.2; #2 57.0; #3 0.0; #4 161.4.

---

#1
The following is a quantum chemistry calculation of the molecule C4H7NO, from the OMol25 dataset.

HOMO (spin up / spin down)   -8.993 / -9.530 eV

Geometry as ORCA input:
```
! RIJCOSX wB97M-V def2-TZVPD def2/J DEFGRID3
* xyz 0 1
C -1.449 -0.231 0.405
C -0.594 -0.844 -0.495
C 0.280 0.036 -1.322
N 1.095 -0.383 -0.232
C 1.102 0.507 0.936
O 1.931 1.392 0.516
H -0.015 0.823 1.144
H -1.974 -0.818 1.155
H -1.816 0.777 0.243
H -0.535 -1.924 -0.561
H 0.627 -0.322 -2.290
H -0.024 1.085 -1.326
H 1.372 -0.097 1.828
*
```

---

#2
The following is a quantum chemistry calculation of the molecule C4H7NO, from the OMol25 dataset.

HOMO   -9.700 eV
SMILES   NC(=O)C1CC1

Geometry as ORCA input:
```
! RIJCOSX wB97M-V def2-TZVPD def2/J DEFGRID3
* xyz 0 1
N -1.858 0.027 0.866
C -0.536 0.202 1.130
O -0.104 0.125 2.267
C 0.373 0.532 -0.027
C 0.410 -0.168 -1.354
C 1.489 -0.417 -0.335
H -2.240 0.134 -0.057
H -2.478 -0.133 1.647
H 0.622 1.592 -0.052
H -0.285 -0.973 -1.577
H 0.653 0.468 -2.200
H 2.486 -0.019 -0.496
H 1.468 -1.370 0.188
*
```

---

Energies in kJ/mol, measured from the most stable structure: #1 523.3; #2 0.0.